Entry 1:
Here is a structure of composition C20H44N3OP2Pb from OMol25. Energies are from ωB97M-V with the def2-TZVPD basis set.

Each line ends with the Mulliken charge.
Positions of all 71 atoms, in Å:
Pb  -1.2896  -0.1941  0.4841  1.2441
P  -0.0036  -2.1790  -1.2102  0.4348
P  0.1560  2.3338  0.6451  -0.1398
N  0.5294  0.7741  -1.8982  -0.0707
C  0.8630  -1.5605  -2.7093  -0.6885
H  1.7355  -2.2077  -2.8636  0.4854
H  0.2025  -1.7212  -3.5736  0.2266
C  1.3381  -0.0926  -2.7337  -1.2022
H  2.4132  -0.0398  -2.4238  0.2980
H  1.2987  0.2868  -3.7699  0.6353
C  0.7494  2.2291  -2.0902  -1.3440
H  -0.2115  2.6900  -2.3540  0.2686
H  1.4715  2.4184  -2.9126  0.4360
C  1.2753  2.8219  -0.7586  -0.5902
H  1.4343  3.9197  -0.8021  0.5676
H  2.2418  2.3336  -0.5444  0.4801
C  1.0688  3.1579  2.0409  0.8333
C  2.2203  2.2572  2.5261  -1.5432
H  2.9559  2.0415  1.7390  0.3366
H  1.8589  1.3144  2.9751  0.1130
H  2.7657  2.7913  3.3153  0.5335
C  -1.3284  3.4115  0.3129  0.5913
C  -2.4868  3.1060  1.2898  -1.4447
H  -3.4407  3.1480  0.7405  0.3731
H  -2.5475  3.8637  2.0838  0.3866
H  -2.4308  2.1080  1.7653  0.1807
C  -1.5548  -2.9349  -1.9179  0.6746
C  -2.3194  -3.7665  -0.8667  -1.5925
H  -3.3316  -3.9615  -1.2578  0.5282
H  -2.4429  -3.2339  0.0923  0.2219
H  -1.8393  -4.7410  -0.6745  0.2396
C  1.0409  -3.5704  -0.5600  0.4692
C  0.6382  -3.9183  0.8842  -1.2548
H  1.3672  -4.6372  1.2846  0.4417
H  -0.3535  -4.3884  0.9346  0.2265
H  0.6484  -3.0419  1.5488  0.1506
C  1.1388  -0.4158  0.5449  0.1039
O  2.2471  -0.6310  0.8417  -0.3449
C  -0.9379  4.8922  0.2236  -1.6543
H  0.1106  5.0922  0.4721  0.3934
H  -1.1004  5.2580  -0.7982  0.2911
H  -1.5557  5.4984  0.8938  0.4097
C  -1.3706  -3.6896  -3.2531  -1.4807
H  -2.1694  -4.4343  -3.3657  0.4065
H  -1.4150  -2.9871  -4.0956  0.4036
H  -0.4149  -4.2180  -3.3139  0.2494
C  1.1038  -4.7928  -1.4692  -1.7305
H  1.8027  -5.5201  -1.0417  0.4985
H  0.1345  -5.2926  -1.5655  0.2769
H  1.4740  -4.5427  -2.4668  0.3358
C  0.1581  3.5790  3.1848  -1.5698
H  -0.4475  2.7436  3.5435  0.2480
H  0.7750  3.8834  4.0393  0.5026
H  -0.5232  4.3903  2.9019  0.1776
H  1.5118  4.0591  1.5875  0.5786
H  2.0459  -3.1199  -0.5229  0.5650
H  -1.6555  3.0800  -0.6879  0.5562
H  -2.1526  -2.0275  -2.1339  0.2790
H  -0.6580  0.6276  -2.2084  -0.3449
H  -1.5111  0.1979  -2.0856  0.3253
C  -1.1786  0.3900  6.0415  -0.7931
N  -0.1568  -0.2870  5.2265  0.0429
C  1.0722  -0.8082  5.8366  -0.7743
C  -0.3532  -0.4104  3.9430  0.2459
N  -0.6232  -0.4906  2.7902  -0.5061
H  -0.8983  0.2130  7.0887  0.2760
H  -2.1688  -0.0442  5.8406  0.3373
H  -1.1973  1.4755  5.8326  0.2885
H  1.2186  -1.8571  5.5498  0.3482
H  1.9547  -0.2257  5.5220  0.2950
H  0.9312  -0.7370  6.9218  0.2573

Calculated values
LUMO level (alpha / beta) in eV: -2.7 / -2.7
E_HOMO (alpha / beta) in Eh: -0.3395 / -0.3395
Charge: +1
Gap between HOMO and LUMO (alpha / beta) in hartree: 0.2417 / 0.2417

---

Entry 2:
Here is the molecule C6H12N2O2Si from OMol25. Energies are from ωB97M-V with the def2-TZVPD basis set.

Each line ends with the Mulliken charge.
Positions of all 23 atoms, in Å:
C  -1.5851  -0.6402  -1.0322  -0.0153
C  -2.7999  0.3215  0.7599  0.1196
C  -0.6183  -0.3780  0.2017  0.5246
C  1.9021  -1.6842  -0.3811  -1.0126
C  1.6715  0.6487  1.5927  -1.2413
C  1.1554  1.2956  -1.3807  -1.1504
N  -2.8444  -0.0661  -0.5554  -0.1036
N  -1.4059  0.3780  1.0732  -0.0748
O  -1.2123  -1.6237  -0.1977  -0.5319
O  -3.6266  0.7197  1.5588  -0.6367
Si  1.2091  -0.0288  -0.0984  0.2702
H  -1.7600  -0.7157  -2.2082  0.3018
H  2.9062  -1.5830  -0.7858  0.3571
H  1.9388  -2.2112  0.6640  0.2147
H  1.4562  -2.1961  -1.1714  0.4037
H  1.2944  0.0121  2.3439  0.4394
H  2.7543  0.8077  1.7818  0.3216
H  1.1785  1.5639  1.8309  0.3808
H  1.4313  1.0184  -2.3608  0.3536
H  0.1114  1.5936  -1.3922  0.3570
H  1.7363  2.1422  -1.0589  0.3454
H  -3.6798  -0.0114  -1.1433  0.2433
H  -1.2133  0.6372  1.9593  0.1340

Calculated values
SMILES: C[Si](C)(C)[C@@]12NC(=O)N[C@@H]1O2
LUMO level in eV: 0.6
E_HOMO in Eh: -0.3349
Gap between HOMO and LUMO in hartree: 0.3585

---

Entry 3:
Here is a cluster of 13 separate species, C70H179N13O22 in total from OMol25. Energies are from ωB97M-V with the def2-TZVPD basis set.

Each line ends with the Mulliken charge.
Positions of all 284 atoms, in Å:
C  10.8440  2.0097  -0.9481  -1.3082
C  9.9969  1.4219  0.1895  0.3283
C  8.5100  1.2602  -0.1625  -0.5978
O  8.0832  2.5508  -0.6337  -0.3176
C  6.6545  2.6166  -0.9791  -0.6874
N  10.4776  0.1389  0.7054  -0.6555
H  10.8807  1.3372  -1.8051  0.2911
H  11.8191  2.3436  -0.5933  0.3776
H  10.3826  2.9358  -1.2910  0.3521
H  10.0469  2.1175  1.0272  0.2255
H  7.9021  0.9866  0.6999  0.4126
H  8.5259  0.5516  -0.9906  0.2908
H  6.5274  1.9850  -1.8584  0.2884
H  6.2905  3.6415  -1.0503  0.2465
H  6.1289  2.1408  -0.1512  0.2658
H  10.3890  -0.5735  -0.0050  0.2197
H  11.4838  0.1200  0.7913  0.2755
C  2.5689  -2.2341  0.7477  -1.2935
C  1.9706  -2.7213  -0.5883  0.3017
C  0.4456  -2.3154  -0.5789  -0.8154
O  0.2269  -0.9058  -0.4792  -0.3180
C  -1.1831  -0.5631  -0.3490  -0.7769
N  2.5560  -1.8855  -1.6281  -0.6909
H  2.5869  -3.0450  1.4759  0.3113
H  2.1126  -1.3507  1.1944  0.2954
H  3.5797  -1.8492  0.6131  0.3639
H  2.2558  -3.7596  -0.7575  0.3800
H  -0.0815  -2.8804  0.1899  0.4517
H  -0.0107  -2.6090  -1.5243  0.4391
H  -1.4141  0.4684  -0.0827  0.2657
H  -1.7086  -1.1440  0.4090  0.2933
H  -1.6557  -0.7654  -1.3101  0.3065
H  3.5630  -1.8916  -1.5504  0.2279
H  2.2851  -0.9317  -1.4359  0.2618
C  2.7076  -4.0415  -7.7550  -1.3819
C  1.3860  -3.3838  -7.7107  0.4962
C  0.1894  -4.2640  -7.1514  -0.6987
O  0.1336  -5.4462  -7.9220  -0.3150
C  -0.9494  -6.3202  -7.4957  -0.7161
N  1.5890  -2.2240  -6.8994  -0.7127
H  3.1194  -4.1176  -6.7487  0.3028
H  3.3432  -3.4094  -8.3751  0.4009
H  2.7202  -4.9648  -8.3343  0.3313
H  1.1413  -3.0348  -8.7139  0.2092
H  -0.7589  -3.7268  -7.1650  0.4121
H  0.3796  -4.4790  -6.0998  0.3277
H  -1.1950  -7.0557  -8.2618  0.2595
H  -1.9038  -5.8027  -7.3980  0.2712
H  -0.6170  -6.7127  -6.5347  0.3076
H  1.6683  -2.4818  -5.9260  0.2331
H  2.4293  -1.7314  -7.1661  0.2698
C  6.0356  5.3376  4.3848  -1.5091
C  4.8869  5.9343  5.1464  0.6055
C  3.5193  5.2298  4.8183  -0.6270
O  2.9480  5.6868  3.5902  -0.3283
C  1.9715  4.7591  3.1981  -0.7713
N  5.1603  5.8112  6.5428  -0.7219
H  6.9287  5.9430  4.5393  0.3488
H  5.9685  5.1498  3.3132  0.3559
H  6.2930  4.3600  4.7924  0.3804
H  4.8131  6.9800  4.8477  0.2462
H  2.8606  5.5965  5.6056  0.2899
H  3.7101  4.1657  4.9571  0.3221
H  1.1490  4.5772  3.8898  0.3189
H  2.3337  3.7596  2.9573  0.3086
H  1.4078  5.0901  2.3259  0.2887
H  4.4710  6.3464  7.0513  0.2404
H  6.0762  6.2081  6.6972  0.2528
C  -6.0484  -8.8074  4.4317  -0.7719
O  -5.0212  -8.0670  3.7071  -0.2703
C  -3.7245  -8.2199  4.2526  -0.7943
C  -2.6513  -7.8823  3.1992  -0.2558
N  -2.5281  -8.9134  2.1768  -0.3655
C  -1.4139  -8.7916  1.2413  -0.6714
C  0.0507  -9.0389  1.7790  -0.7599
O  0.4565  -7.9786  2.5933  -0.1967
C  1.7727  -8.1669  3.0306  -0.7579
H  -5.7856  -9.8614  4.5221  0.3287
H  -6.9946  -8.7591  3.8929  0.2457
H  -6.2566  -8.3838  5.4142  0.2939
H  -3.4313  -9.1998  4.6294  0.3719
H  -3.6394  -7.5282  5.0907  0.3812
H  -1.7534  -7.8808  3.8172  0.2871
H  -2.9147  -6.9021  2.8019  0.2740
H  -3.3375  -9.0084  1.5802  0.2242
H  -1.4347  -7.8071  0.7739  0.3346
H  -1.5281  -9.5970  0.5158  0.4065
H  0.6551  -9.1930  0.8851  0.4694
H  0.1204  -10.0137  2.2617  0.3942
H  2.0867  -7.2895  3.5961  0.2063
H  2.3190  -8.3496  2.1052  0.3122
H  1.8599  -9.0389  3.6788  0.3119
C  4.2074  10.0681  -11.4215  -0.6700
O  4.5257  10.2775  -10.0471  -0.3390
C  4.3982  9.1525  -9.1990  -0.6056
C  2.9376  8.7684  -8.9700  -0.4223
N  2.7507  7.6173  -8.0924  -0.3375
C  1.3298  7.2466  -8.0384  -0.5840
C  1.0167  5.9497  -7.2173  -0.5857
O  1.4888  6.2128  -5.9105  -0.2756
C  1.1932  5.2741  -4.9122  -0.7514
H  4.2677  10.9761  -12.0216  0.2592
H  3.2081  9.6430  -11.5155  0.2760
H  4.8936  9.3671  -11.8967  0.2813
H  4.9075  9.4335  -8.2772  0.3209
H  4.9553  8.2632  -9.4938  0.4076
H  2.5557  8.3751  -9.9121  0.3259
H  2.4697  9.6450  -8.5219  0.2207
H  3.2354  7.7105  -7.2112  0.2434
H  0.9860  7.0168  -9.0470  0.3557
H  0.7607  8.0677  -7.6026  0.3334
H  1.5408  5.0915  -7.6378  0.3555
H  -0.0694  5.8600  -7.2389  0.3667
H  0.1298  5.0526  -4.8212  0.2750
H  1.6947  5.6842  -4.0356  0.2450
H  1.7458  4.3516  -5.0905  0.3047
C  10.5987  -3.5895  -2.3895  -0.7398
O  11.7750  -2.9708  -2.8029  -0.2575
C  12.6143  -3.7286  -3.7022  -0.8012
C  13.9210  -3.0205  -4.0904  -0.5129
N  13.7272  -2.1544  -5.2331  -0.4075
C  14.8149  -1.1860  -5.2220  -0.7037
C  14.5573  -0.1355  -6.3009  -0.5474
O  13.2927  0.4411  -6.0289  -0.2786
C  13.0653  1.6456  -6.7455  -0.7986
H  10.3342  -4.2838  -3.1871  0.3484
H  9.7319  -2.9595  -2.1899  0.2128
H  10.7012  -4.2047  -1.4956  0.2791
H  12.0810  -4.0659  -4.5909  0.4186
H  12.8895  -4.6156  -3.1314  0.4890
H  14.6745  -3.7571  -4.3694  0.3236
H  14.2656  -2.4312  -3.2406  0.3381
H  12.8593  -1.6627  -5.0746  0.2904
H  15.6710  -1.7468  -5.5970  0.3103
H  15.0658  -0.7749  -4.2441  0.4208
H  14.6369  -0.6051  -7.2813  0.3226
H  15.2668  0.6891  -6.2311  0.4107
H  12.1240  2.0391  -6.3617  0.2544
H  13.1286  1.5766  -7.8314  0.3009
H  13.7976  2.4002  -6.4583  0.3205
C  -0.4285  -2.8497  7.1482  -0.7973
O  0.1081  -3.4252  8.3695  -0.2211
C  1.1623  -4.4590  8.1623  -0.6794
C  2.2276  -4.4875  9.3652  -0.6698
N  1.7489  -5.2962  10.4896  -0.3783
C  0.4356  -4.8937  11.0136  -0.9639
C  0.3579  -3.4162  11.5392  -0.3384
O  0.9924  -3.3709  12.8169  -0.3135
C  1.0070  -2.0840  13.4057  -0.7420
H  0.3271  -2.2582  6.6313  0.3126
H  -1.2263  -2.1460  7.3856  0.2264
H  -0.7908  -3.6566  6.5113  0.3012
H  1.6506  -4.2345  7.2140  0.5165
H  0.6949  -5.4344  8.0276  0.3390
H  2.5114  -3.4653  9.6154  0.3047
H  3.1063  -5.0186  8.9991  0.4522
H  2.4067  -5.3200  11.2556  0.2943
H  0.1124  -5.5405  11.8294  0.4526
H  -0.3802  -5.1495  10.3376  0.3592
H  -0.7196  -3.2620  11.5965  0.3495
H  0.7187  -2.6746  10.8266  0.3409
H  1.4684  -1.3344  12.7628  0.2916
H  1.5064  -2.1357  14.3732  0.2555
H  -0.0174  -1.8263  13.6744  0.3074
C  11.3877  -5.2975  6.7555  -0.7226
O  10.0643  -4.7353  6.9592  -0.3426
C  9.7839  -3.7379  5.9630  -0.3918
C  8.3207  -3.2996  5.9349  -0.7615
N  7.9404  -2.5796  7.1268  -0.3607
C  8.4678  -1.2137  7.2163  -0.5663
C  7.9788  -0.5753  8.5067  -0.6191
O  8.4955  -1.3842  9.5825  -0.2703
C  8.3978  -0.8465  10.8931  -0.7857
H  11.3782  -5.8264  5.8025  0.2957
H  11.6545  -5.9834  7.5596  0.2510
H  12.1484  -4.5207  6.6789  0.3025
H  10.0819  -4.1673  5.0065  0.4638
H  10.3935  -2.8734  6.2261  0.2813
H  7.6191  -4.1222  5.7965  0.3212
H  8.1226  -2.6315  5.0968  0.3670
H  8.4623  -3.0288  7.8657  0.2855
H  8.0501  -0.6665  6.3712  0.3849
H  9.5524  -1.2270  7.1083  0.2593
H  6.9048  -0.4097  8.5917  0.3650
H  8.4170  0.4211  8.5646  0.3989
H  9.0133  0.0484  10.9848  0.3035
H  8.7917  -1.5485  11.6281  0.2457
H  7.3723  -0.6770  11.2215  0.2951
C  -11.9365  9.5891  -1.2315  -0.6957
O  -10.6473  10.2131  -0.9760  -0.3542
C  -10.3878  11.4470  -1.5439  -0.3206
C  -10.1897  11.3542  -3.0600  -0.8305
N  -9.1995  10.3040  -3.5626  -0.3989
C  -7.8547  10.8118  -3.4962  -0.3794
C  -6.8449  9.6926  -3.5439  -0.7965
O  -6.7623  8.9815  -2.3196  -0.3027
C  -5.8320  7.8913  -2.4026  -0.7266
H  -11.9515  8.4994  -1.2140  0.2627
H  -12.3172  9.8569  -2.2171  0.2764
H  -12.6885  9.9092  -0.5103  0.2948
H  -9.4686  11.7455  -1.0398  0.2764
H  -11.1482  12.1927  -1.3118  0.3592
H  -9.9021  12.3160  -3.4847  0.3884
H  -11.1367  11.2198  -3.5827  0.3433
H  -9.0820  9.4682  -3.0079  0.3160
H  -7.7442  11.3970  -2.5833  0.2669
H  -7.5969  11.4863  -4.3127  0.3363
H  -5.8526  10.0766  -3.7807  0.4987
H  -7.1151  9.0227  -4.3602  0.3599
H  -6.3189  7.1302  -3.0123  0.2995
H  -5.6257  7.4219  -1.4407  0.2389
H  -4.8890  8.1744  -2.8702  0.2887
C  -4.1957  -11.6182  -4.7025  -0.7141
O  -5.4338  -10.8830  -4.6480  -0.3290
C  -6.1379  -11.1151  -3.3997  -0.6703
C  -6.9405  -9.8259  -3.0656  -0.7051
N  -6.0050  -8.7905  -2.5740  -0.2221
C  -6.6965  -7.5830  -2.1963  -0.8026
C  -5.7585  -6.2990  -2.0527  -0.5249
O  -5.1726  -5.9410  -3.3211  -0.3249
C  -6.1144  -5.7051  -4.3918  -0.6647
H  -4.4209  -12.6839  -4.6610  0.2958
H  -3.6272  -11.3793  -3.8037  0.2973
H  -3.5266  -11.3398  -5.5166  0.2646
H  -5.5209  -11.2155  -2.5068  0.3604
H  -6.8064  -11.9738  -3.4620  0.4244
H  -7.6083  -10.0207  -2.2265  0.4186
H  -7.5517  -9.5707  -3.9313  0.3762
H  -5.3255  -8.6385  -3.3056  0.2524
H  -7.1445  -7.8434  -1.2374  0.4213
H  -7.5659  -7.4637  -2.8429  0.3788
H  -5.0151  -6.4747  -1.2751  0.3138
H  -6.3917  -5.5006  -1.6658  0.3673
H  -6.8833  -4.9867  -4.1077  0.3087
H  -6.6466  -6.6202  -4.6513  0.2272
H  -5.6371  -5.2790  -5.2742  0.2512
C  -7.2125  2.6216  -6.4170  -0.6944
O  -8.1578  3.5945  -6.9372  -0.3044
C  -9.2925  3.0254  -7.5528  -0.5949
C  -10.4486  4.0880  -7.5702  -0.3362
N  -11.2493  4.0032  -6.2808  -0.3841
C  -12.2804  5.0453  -6.1427  -0.8173
C  -13.5087  4.8766  -7.0484  -0.4307
O  -13.3223  5.2693  -8.4406  -0.3349
C  -14.1324  4.6482  -9.3530  -0.7387
H  -6.7498  2.1450  -7.2812  0.2911
H  -7.7447  1.8555  -5.8533  0.3017
H  -6.4513  3.1619  -5.8542  0.2186
H  -9.5636  2.0931  -7.0573  0.3226
H  -8.8880  2.7271  -8.5200  0.3746
H  -11.0902  3.9210  -8.4354  0.2286
H  -9.9693  5.0656  -7.6203  0.2950
H  -11.7045  3.1031  -6.2273  0.2593
H  -11.7364  5.9741  -6.3147  0.3387
H  -12.6285  5.1234  -5.1127  0.3510
H  -14.4062  5.3874  -6.6996  0.4487
H  -13.8106  3.8303  -7.0969  0.3352
H  -13.9310  5.1596  -10.2942  0.2312
H  -15.1421  4.8530  -8.9974  0.3361
H  -14.0276  3.5693  -9.4678  0.3022
C  -9.2325  5.1335  11.4224  -0.7026
O  -8.7581  5.7439  10.2119  -0.3321
C  -9.2418  5.1683  9.0016  -0.5387
C  -8.1842  4.0902  8.5989  -0.4519
N  -8.7082  3.1623  7.6220  -0.3051
C  -7.7227  2.1017  7.3982  -0.5808
C  -8.2069  1.0159  6.4427  -0.5131
O  -7.1984  0.1042  5.9734  -0.3040
C  -7.7266  -0.8218  5.0871  -0.7486
H  -8.7242  4.1863  11.6026  0.2662
H  -10.3047  4.9388  11.4458  0.2913
H  -8.9547  5.6798  12.3238  0.2781
H  -9.3000  5.8920  8.1886  0.3225
H  -10.2136  4.6754  8.9750  0.3768
H  -7.7948  3.4676  9.4044  0.2950
H  -7.2627  4.5723  8.2727  0.2791
H  -9.0270  3.6431  6.7930  0.2325
H  -7.4662  1.5973  8.3299  0.2779
H  -6.8628  2.5963  6.9465  0.3278
H  -8.5902  1.5462  5.5709  0.3211
H  -8.9823  0.4239  6.9289  0.3252
H  -8.4902  -0.4329  4.4134  0.3077
H  -8.3227  -1.4534  5.7457  0.3299
H  -6.9760  -1.2652  4.4328  0.2460

Calculated values
LUMO level in eV: 0.2
E_HOMO in Eh: -0.3113
Gap between HOMO and LUMO in hartree: 0.3190

---

Maximum force list, top to bottom, in eV Å⁻¹: 4.883, 4.212, 3.436